Here is a cluster of 2 separate species, C4H4N2O in total in a non-equilibrium geometry from the Open Molecules 2025 dataset. Energies are from ωB97M-V with the def2-TZVPD basis set.

Geometry as ORCA input:
```
! RIJCOSX wB97M-V def2-TZVPD def2/J DEFGRID3
* xyz 0 1
H -0.47316 1.67761 1.71689
N -0.42705 1.31835 0.76482
C 0.77932 1.24548 0.38359
N 1.15010 0.70373 -0.83641
C 0.53989 0.04979 -1.67061
O 0.13393 -0.53789 -2.59583
H 1.64198 1.58940 0.95689
C -0.48960 -1.79489 -0.08630
C -1.13210 -1.16837 0.71413
H 0.00111 -2.43147 -0.78148
H -1.72442 -0.65175 1.43430
*
```

Its SMILES is [H]/N=C/N=C=O.C#C. The energy comes out at -339.4724 Ha. The relative energy (zero: lowest compared OMol25 entry of this formula, charge and spin) comes out at 286.8 kJ/mol. The largest force on an atom comes out at 0.0211 hartree/bohr. As for the LUMO energy: 0.88 eV. The calculation puts the HOMO energy at -0.3659 Eh.

Here is a structure of composition C6H9NS in a non-equilibrium geometry from the Open Molecules 2025 dataset. Energies are from ωB97M-V with the def2-TZVPD basis set.

Geometry as ORCA input:
```
! RIJCOSX wB97M-V def2-TZVPD def2/J DEFGRID3
* xyz 0 1
C 0.90954 -0.13366 0.13118
C -0.18281 -0.45328 1.20417
C -1.13051 -0.04040 0.05591
C -0.14653 -0.70677 -0.86036
C -0.64550 1.47218 0.01138
C 0.67729 1.33600 0.06264
H 2.75674 -0.15128 -0.61657
H 2.22189 -1.66626 -0.03200
H -0.11151 -1.59299 1.48038
H -0.20297 0.21454 2.09829
H -3.21794 0.42561 -0.99421
H -0.25698 -1.83124 -0.93790
H -0.19967 -0.31971 -1.86521
H -1.33997 2.28326 0.09150
H 1.48201 2.09255 -0.07100
N 2.20977 -0.61116 0.11723
S -2.82287 -0.31737 0.12457
*
```

The energy comes out at -686.8664 Ha. The relative energy (zero: lowest compared OMol25 entry of this formula, charge and spin) comes out at 253.1 kJ/mol. The largest force on an atom comes out at 0.0597 hartree/bohr. As for the LUMO energy: 0.83 eV. The calculation puts the HOMO energy at -0.3196 Eh.

Here is a cluster of 10 separate species, H20O10 in total in a non-equilibrium geometry from the Open Molecules 2025 dataset. Energies are from ωB97M-V with the def2-TZVPD basis set.

Geometry as ORCA input:
```
! RIJCOSX wB97M-V def2-TZVPD def2/J DEFGRID3
* xyz 0 1
O 1.55042 18.95955 -5.22991
H 1.71355 18.14881 -4.78107
H 2.18110 19.03987 -5.95611
O 0.34653 22.00943 -1.87659
H 0.01479 21.20882 -2.31312
H -0.17742 22.79272 -2.12993
O 0.89326 17.99184 -2.33438
H 0.84406 17.37447 -3.04573
H 0.34140 18.74392 -2.57268
O -3.35306 20.87742 -4.29933
H -4.12713 21.29144 -3.91768
H -2.75005 21.64066 -4.39435
O 2.13617 21.75872 -3.98898
H 2.13731 20.85115 -4.19221
H 1.46236 21.78736 -3.27734
O -0.47543 18.41361 -6.90187
H -1.40503 18.78224 -6.78767
H 0.08041 18.85401 -6.25509
O -2.82747 21.82932 -1.75728
H -3.13110 22.60557 -1.26231
H -3.31074 21.09451 -1.40968
O -0.37052 21.23923 -5.39721
H 0.56688 21.33452 -5.50619
H -0.65394 21.27887 -6.29334
O -1.13263 22.05079 0.59814
H -1.20891 21.87001 -0.33183
H -0.22642 22.27915 0.78422
O -0.97137 19.97296 -3.05486
H -1.69225 20.57524 -2.78894
H -0.74883 20.18234 -3.94168
*
```

Its SMILES is O.O.O.O.O.O.O.O.O.O. The energy comes out at -764.3834 Ha. The relative energy (zero: lowest compared OMol25 entry of this formula, charge and spin) comes out at 258.7 kJ/mol. The largest force on an atom comes out at 0.0466 hartree/bohr. As for the LUMO energy: -0.04 eV. The calculation puts the HOMO energy at -0.4090 Eh.

Here is the ion C5H6N3O with charge +1 in a non-equilibrium geometry from the Open Molecules 2025 dataset. Energies are from ωB97M-V with the def2-TZVPD basis set.

Geometry as ORCA input:
```
! RIJCOSX wB97M-V def2-TZVPD def2/J DEFGRID3
* xyz 1 1
C 0.40085 -0.82812 0.65694
C 0.69552 0.61516 0.11479
N -0.43701 1.05606 -0.75951
C -0.65996 0.36787 -1.86835
N -0.87969 -0.14291 -2.92962
C -1.35177 -1.20408 -3.99906
O -1.13997 -2.31505 -3.72721
C -1.15723 2.20113 -0.49038
N -1.82241 3.13167 -0.45437
H 1.33463 -1.31927 1.21711
H -0.52877 -0.91381 1.18410
H 0.44968 -1.53113 -0.31962
H 1.51925 0.57122 -0.46603
H 0.68583 1.30265 0.93866
H -1.97359 -0.67786 -4.69385
*
```

Its SMILES is CC[N+](=C=NC=O)C#N. The energy comes out at -433.2326 Ha. The relative energy (zero: lowest compared OMol25 entry of this formula, charge and spin) comes out at 290.0 kJ/mol. The largest force on an atom comes out at 0.0892 hartree/bohr. As for the LUMO energy: -5.43 eV. The calculation puts the HOMO energy at -0.5717 Eh.

Here is an isolated molecule of C4H8O2 in a non-equilibrium geometry from the Open Molecules 2025 dataset. Energies are from ωB97M-V with the def2-TZVPD basis set.

Geometry as ORCA input:
```
! RIJCOSX wB97M-V def2-TZVPD def2/J DEFGRID3
* xyz 0 1
O -0.02754 -0.65036 1.78017
C 0.65424 -0.29806 0.62005
C 0.04539 -1.06102 -0.63114
C -0.97386 -0.17998 -1.20736
C 0.45849 1.19758 0.34507
O -0.89364 1.44744 0.39732
H -0.78406 -0.03449 1.81628
H 1.70209 -0.58472 0.72765
H 0.83982 -1.38398 -1.31565
H -0.44093 -1.95139 -0.22214
H 0.83509 1.45134 -0.65675
H -0.75310 0.09615 -2.25306
H 1.01215 1.78952 1.08699
H -1.65652 0.41027 -0.49868
*
```

The energy comes out at -307.5266 Ha. The relative energy (zero: lowest compared OMol25 entry of this formula, charge and spin) comes out at 488.0 kJ/mol. The largest force on an atom comes out at 0.0355 hartree/bohr. As for the LUMO energy (spin up / spin down): -0.51 / -1.21 eV. The calculation puts the HOMO energy (spin up / spin down) at -0.3587 / -0.3209 Eh.

Here is a cluster of 2 separate species, C3H7NO3S in total in a non-equilibrium geometry from the Open Molecules 2025 dataset. Energies are from ωB97M-V with the def2-TZVPD basis set.

Geometry as ORCA input:
```
! RIJCOSX wB97M-V def2-TZVPD def2/J DEFGRID3
* xyz 0 1
C -3.34563 0.67749 0.51830
C -1.90203 -1.05156 -0.46939
C -2.22169 0.02610 0.58804
N 3.65099 0.36294 0.32491
O -4.28133 1.33999 0.38714
O 1.35853 -0.91730 0.05406
O 1.77312 1.36324 -0.87245
S 1.88197 0.36056 0.42352
H -1.49398 -0.55847 -1.33250
H -1.14646 -1.64505 0.00010
H -2.78537 -1.68306 -0.81839
H 1.71499 1.01578 -1.68352
H -1.40744 0.19693 1.27959
H 4.07958 -0.53952 0.74861
H 4.12473 1.05190 0.85199
*
```

The energy comes out at -797.0855 Ha. The relative energy (zero: lowest compared OMol25 entry of this formula, charge and spin) comes out at 209.7 kJ/mol. The largest force on an atom comes out at 0.1236 hartree/bohr. As for the LUMO energy: 0.52 eV. The calculation puts the HOMO energy at -0.3156 Eh.

Here is a structure of composition C22H23N6O3PtS4Se from the Open Molecules 2025 dataset. Energies are from ωB97M-V with the def2-TZVPD basis set.

Geometry as ORCA input:
```
! RIJCOSX wB97M-V def2-TZVPD def2/J DEFGRID3
* xyz 1 1
Pt 0.17689 0.03802 -0.78304
S -0.47166 1.98945 0.38577
C -0.00363 2.62317 -1.16491
N 0.45219 1.68568 -1.96080
C 0.75329 2.13494 -3.24489
C 1.25157 1.39522 -4.31276
C 1.48358 2.06201 -5.49913
C 1.23193 3.43203 -5.62612
C 0.74116 4.16971 -4.56688
C 0.50003 3.50346 -3.37037
S -0.12085 4.17166 -1.87667
H 1.46138 0.34117 -4.20255
H 1.87670 1.51405 -6.34440
H 1.42759 3.92452 -6.56859
H 0.55004 5.22948 -4.66507
N -5.78259 -0.75009 4.82526
C -4.62123 -1.00740 4.16676
C -3.62467 -0.02008 4.06916
C -2.45072 -0.28111 3.40311
C -2.25143 -1.52971 2.81624
C -3.22858 -2.51778 2.89962
C -4.40152 -2.25963 3.57075
S -0.76426 -1.85928 1.99551
O -0.60123 -3.26529 1.80921
O 0.29606 -1.07829 2.57719
N -0.94518 -1.12715 0.50711
C -1.95774 -1.27568 -0.37127
N -3.05360 -2.00768 -0.29802
C -3.81323 -1.98570 -1.38759
C -3.49752 -1.28606 -2.55600
C -2.34314 -0.53669 -2.55378
N -1.62563 -0.50050 -1.43583
H -5.91265 0.11344 5.31785
H -6.46234 -1.47366 4.96622
H -3.78064 0.94382 4.53687
H -1.67302 0.46994 3.35150
H -3.05378 -3.48118 2.44150
H -5.16047 -3.02773 3.64886
H -4.72119 -2.57544 -1.33864
H -4.12976 -1.33309 -3.42823
H -1.98972 0.03791 -3.39977
C 4.74705 1.70728 2.39370
C 4.08532 1.34184 1.07284
S 2.60133 0.36393 1.33830
O 2.07670 0.35904 -0.13991
C 3.31156 -1.25428 1.67714
C 4.17600 -1.87076 0.59849
H 5.64534 2.28849 2.19171
H 5.05063 0.82608 2.95837
H 4.08646 2.30702 3.01842
H 4.73793 0.78561 0.40209
H 3.72044 2.21983 0.54005
H 2.45328 -1.87165 1.92879
H 3.85130 -1.07471 2.61284
H 3.64205 -1.94677 -0.34505
H 4.43922 -2.87990 0.91442
H 5.10260 -1.32634 0.42329
Se 3.57592 -1.78778 -3.24642
C 2.01696 -1.47422 -2.54477
N 0.91946 -1.31321 -2.12748
*
```

The energy comes out at -5519.6804 Ha. The relative energy (zero: lowest compared OMol25 entry of this formula, charge and spin) comes out at 0.0 kJ/mol. The largest force on an atom comes out at 0.0175 hartree/bohr. As for the LUMO energy: -3.92 eV. The calculation puts the HOMO energy at -0.3891 Eh.

Here is the ion C12H24NO3 with charge +1 from the Open Molecules 2025 dataset. Energies are from ωB97M-V with the def2-TZVPD basis set.

Geometry as ORCA input:
```
! RIJCOSX wB97M-V def2-TZVPD def2/J DEFGRID3
* xyz 1 1
C 2.92687 -1.98960 3.79689
C 1.41338 -2.01612 3.68836
O 1.06862 -2.32963 2.33482
C -0.30622 -2.31553 2.03155
C -0.66975 -0.93449 1.43997
N 0.47130 -0.53923 0.58058
C 0.78564 0.90897 0.59550
C -0.28085 1.70294 -0.13941
C -0.39402 1.22551 -1.59284
O -1.45890 1.89593 -2.25235
C -1.20293 3.16001 -2.66906
C -2.36943 3.73581 -3.40486
O -0.15384 3.69978 -2.45167
C -0.68019 -0.27963 -1.64241
C -0.66297 -0.79834 -3.07849
C 0.36619 -1.03021 -0.81626
H 3.33676 -2.94129 3.47198
H 3.21361 -1.81817 4.82938
H 3.34848 -1.19896 3.18089
H 0.98577 -1.04474 3.97017
H 0.99654 -2.78486 4.34780
H -0.92228 -2.53217 2.90748
H -0.47030 -3.10357 1.29091
H -1.60001 -0.97961 0.87858
H -0.77461 -0.20136 2.24126
H 1.25103 -1.06590 1.04945
H 1.75118 1.05094 0.10423
H 0.87379 1.24566 1.63002
H -0.00730 2.75869 -0.13635
H -1.25324 1.60456 0.34651
H 0.54099 1.45824 -2.12234
H -2.60662 4.71517 -2.99658
H -2.09146 3.87517 -4.44792
H -3.22794 3.07586 -3.33841
H -1.68265 -0.43847 -1.23479
H 0.31509 -0.65452 -3.53070
H -1.39662 -0.25833 -3.66888
H -0.90873 -1.85617 -3.10858
H 1.34451 -0.90692 -1.28734
H 0.13112 -2.09543 -0.79709
*
```

Its SMILES is CCOCC[N@@H+]1CC[C@H](OC(C)=O)[C@@H](C)C1. The energy comes out at -751.9064 Ha. The relative energy (zero: lowest compared OMol25 entry of this formula, charge and spin) comes out at 0.0 kJ/mol. The largest force on an atom comes out at 0.0162 hartree/bohr. As for the LUMO energy: -2.35 eV. The calculation puts the HOMO energy at -0.4881 Eh.